[1]
ORCA calculation (wB97M-V/def2-TZVPD) on C21H26N2O in the gas phase.

The geometry in XYZ format:
```
50
Properties=species:S:1:pos:R:3:forces:R:3
C 0.565 -1.352 -2.875 0.2421 -0.0435 0.0220
C 1.932 -1.054 -2.272 -0.2818 0.2205 -0.0449
C 2.196 0.446 -2.176 0.2596 -0.1983 0.0382
C 3.478 0.741 -1.388 -0.2373 0.1275 -0.1583
N 3.496 0.103 -0.087 0.1188 0.1408 -0.0224
C 4.808 -0.373 0.312 0.0687 -0.1236 0.1095
C 4.725 -1.373 1.464 0.0680 0.1298 -0.1333
H 4.738 -0.881 2.433 -0.0219 -0.0178 0.1168
H 5.570 -2.056 1.425 0.1240 -0.0450 0.0575
H 3.801 -1.939 1.375 -0.0472 -0.0763 0.0322
H 5.486 0.460 0.579 0.0207 -0.0640 -0.0878
H 5.234 -0.882 -0.555 0.0199 0.1036 0.0288
C 2.824 0.867 0.950 -0.1342 -0.1126 -0.0167
C 1.328 0.768 0.820 0.0727 0.0526 0.0982
C 0.523 1.828 0.548 0.1438 -0.1962 0.1849
N -0.824 1.660 0.393 -0.2175 0.4400 -0.1524
C -1.438 0.441 0.431 0.3414 -0.6448 0.1701
C -0.673 -0.679 0.731 -0.2285 0.3648 -0.1143
C -1.281 -1.953 0.772 -0.3520 -0.1753 -0.0452
C -2.607 -2.102 0.521 0.3761 -0.1754 0.0951
C -3.416 -0.980 0.219 0.1280 0.4019 -0.0230
C -4.794 -1.125 -0.035 -0.1200 0.0899 -0.0357
C -5.578 -0.043 -0.327 -0.0098 -0.1980 0.0227
C -5.010 1.235 -0.378 0.1319 0.2078 0.0016
C -3.673 1.408 -0.136 -0.0452 0.0809 -0.0146
C -2.839 0.316 0.170 -0.2878 -0.2621 -0.0213
H -3.271 2.411 -0.186 -0.0155 0.0736 -0.0169
H -5.632 2.086 -0.610 -0.0153 0.0754 -0.0142
H -6.633 -0.166 -0.520 -0.0755 -0.0417 -0.0110
H -5.221 -2.116 0.006 -0.0396 -0.0921 0.0026
H -3.071 -3.077 0.549 -0.0269 -0.1107 0.0047
H -0.643 -2.791 1.008 0.0374 -0.0763 0.0237
C 0.763 -0.564 1.017 -0.1506 0.3336 0.0283
O 1.422 -1.522 1.403 0.0050 -0.0572 0.0248
H -1.387 2.477 0.210 0.1841 -0.1596 0.0256
C 1.010 3.239 0.390 -0.0128 -0.0723 0.0352
H 1.750 3.300 -0.405 0.0449 0.0307 -0.0435
H 0.187 3.908 0.144 -0.0205 0.0573 -0.0174
H 1.472 3.590 1.311 0.0255 0.0475 -0.0095
H 3.156 1.920 0.958 0.0309 -0.0718 0.0485
H 3.085 0.414 1.907 0.0229 0.1047 0.0099
H 4.319 0.354 -1.969 0.0121 0.0447 0.0472
H 3.615 1.836 -1.307 0.1017 -0.0574 -0.0114
H 1.342 0.925 -1.699 -0.0536 0.0583 -0.0914
H 2.301 0.874 -3.177 -0.0505 0.0574 -0.0360
H 1.992 -1.477 -1.270 0.0806 -0.0760 -0.0148
H 2.711 -1.521 -2.879 0.1046 -0.0606 0.0208
H 0.480 -0.921 -3.872 -0.0843 0.0257 -0.1198
H -0.225 -0.936 -2.253 -0.1284 0.0456 0.0517
H 0.407 -2.425 -2.950 -0.1088 -0.1062 -0.0446
```
Positions in Å, forces in eV/Å.

Summary:
Net charge: 0
ΔE to the lowest compared entry with this formula, charge and spin (eV): 0.015
Electronic energy (eV): -27227.6471
Gap between HOMO and LUMO (Eh): 0.3059
SMILES: CCCCN(CC)Cc1c(C)[nH]c2c(ccc3ccccc32)c1=O
Spin multiplicity: 1
M (g mol⁻¹): 322.5

[2]
ORCA calculation (wB97M-V/def2-TZVPD) on C21H26N2O3 in the gas phase.

The geometry in XYZ format:
```
52
Properties=species:S:1:pos:R:3:forces:R:3
C 6.647 0.367 5.405 -0.3526 -0.0506 -0.2886
C 5.406 0.592 4.556 0.1389 0.2606 0.2127
O 5.143 -0.608 3.855 0.0708 -0.1871 -0.0216
C 4.075 -0.661 3.016 -0.1860 -0.0458 -0.1643
C 3.879 -1.877 2.358 0.0761 0.1668 0.1288
C 2.828 -2.038 1.484 -0.0542 0.1475 0.0254
C 1.940 -0.990 1.242 0.2398 0.2609 0.2544
C 2.132 0.220 1.896 -0.2067 -0.0356 -0.1711
C 3.189 0.383 2.774 0.3766 -0.1078 0.2419
H 3.307 1.336 3.264 0.0353 0.0721 0.0574
H 1.452 1.036 1.718 -0.0202 0.0159 -0.0048
N 0.892 -1.214 0.336 0.0215 -0.3541 -0.1351
C -0.078 -0.363 -0.073 -0.3595 -0.4153 -0.2087
O -0.238 0.772 0.329 0.1126 0.2670 0.1274
C -0.993 -0.966 -1.141 0.0401 -0.2017 -0.1574
N -2.157 -0.125 -1.261 0.2997 0.2296 0.1035
C -3.407 -0.646 -1.293 0.1395 0.0400 -0.0546
O -3.616 -1.845 -1.353 -0.1310 -0.1660 0.0471
C -4.507 0.359 -1.277 -0.3383 0.0960 -0.0037
C -5.744 -0.037 -0.778 0.1401 -0.0785 -0.0188
C -6.804 0.850 -0.746 -0.0318 -0.0126 0.0205
C -6.641 2.138 -1.228 -0.0091 0.0585 -0.0309
C -5.418 2.534 -1.746 -0.0476 0.1314 -0.0056
C -4.352 1.652 -1.770 0.0421 -0.1376 0.0642
H -3.411 1.968 -2.196 0.1002 0.0176 -0.0418
H -5.295 3.534 -2.134 0.0103 0.0629 -0.0347
H -7.468 2.833 -1.208 -0.0603 0.0524 -0.0020
H -7.758 0.537 -0.350 -0.0641 -0.0275 0.0376
H -5.853 -1.049 -0.418 -0.0029 -0.0812 0.0116
H -2.015 0.831 -0.966 -0.1316 -0.0811 0.0431
C -0.234 -1.152 -2.483 0.0119 0.0681 -0.0450
C -1.220 -1.519 -3.591 0.1644 -0.0976 0.1961
H -0.682 -1.791 -4.496 0.0431 -0.0047 -0.1051
H -1.837 -2.359 -3.282 -0.1045 -0.0763 -0.0365
H -1.882 -0.688 -3.817 -0.0901 0.0739 -0.0522
H 0.440 -2.008 -2.346 -0.0430 0.0198 0.0195
C 0.652 0.042 -2.873 -0.0974 -0.0915 0.0879
C -0.053 1.390 -2.964 0.1239 -0.0936 -0.0443
H -0.303 1.761 -1.975 -0.0624 0.1126 0.0502
H 0.608 2.115 -3.434 0.0022 0.1025 -0.0230
H -0.959 1.321 -3.561 -0.1303 0.0698 -0.0776
H 1.100 -0.192 -3.842 0.0784 -0.0351 0.0417
H 1.470 0.128 -2.151 0.0909 -0.0199 -0.0570
H -1.352 -1.955 -0.820 0.0941 0.1689 -0.0106
H 0.885 -2.141 -0.067 -0.1262 0.1875 -0.0097
H 2.689 -2.985 0.982 -0.0028 -0.1157 -0.0511
H 4.569 -2.683 2.550 0.0780 -0.1057 0.0155
H 5.575 1.414 3.847 -0.0926 -0.0836 0.0608
H 4.550 0.850 5.196 0.0510 -0.0041 -0.1287
H 6.477 -0.449 6.102 0.0118 -0.0545 0.0984
H 6.883 1.269 5.962 0.0431 0.0836 0.0680
H 7.489 0.109 4.769 0.1085 -0.0009 -0.0294
```
Positions in Å, forces in eV/Å.

Summary:
Net charge: 0
ΔE to the lowest compared entry with this formula, charge and spin (eV): 0.990
Electronic energy (eV): -31323.0917
Gap between HOMO and LUMO (Eh): 0.3227
SMILES: CCOc1ccc(NC(=O)[C@@H](NC(=O)c2ccccc2)[C@@H](C)CC)cc1
Spin multiplicity: 1
M (g mol⁻¹): 354.4

[3]
ORCA calculation (wB97M-V/def2-TZVPD) on C21H26N4O2 in the gas phase.

The geometry in XYZ format:
```
53
Properties=species:S:1:pos:R:3:forces:R:3
C 4.306 4.181 -1.306 -0.0194 -0.0539 0.2400
H 3.661 3.951 -2.152 -0.0522 0.0052 -0.1216
C 3.924 3.337 -0.096 -0.1049 -0.1253 -0.2855
H 4.600 3.560 0.733 -0.0137 -0.0072 0.1191
H 2.914 3.608 0.220 0.0400 0.0393 0.0666
C 3.959 1.830 -0.376 -0.1346 0.0663 0.4017
C 5.382 1.302 -0.527 -0.3139 0.0244 -0.0453
H 5.373 0.233 -0.724 0.0714 -0.1231 -0.0339
H 5.884 1.794 -1.356 0.1202 0.0211 -0.0585
H 5.953 1.483 0.381 0.1225 0.0214 0.1110
C 3.261 1.075 0.760 0.5531 -0.2670 -0.3736
H 3.333 -0.005 0.597 -0.0008 0.1419 0.0961
H 3.696 1.337 1.727 -0.0295 -0.0187 -0.0562
O 1.882 1.436 0.860 -0.2602 0.2428 0.1327
C 1.019 0.759 0.111 0.0491 -0.0131 -0.0755
O 1.291 -0.156 -0.616 -0.0894 0.0683 -0.0298
C -0.396 1.334 0.285 0.2205 -0.3641 -0.6476
C -0.671 1.687 1.654 -0.0588 0.2686 0.3682
N -0.903 1.971 2.736 -0.1006 0.1590 0.4608
C -1.449 0.424 -0.320 0.0697 0.3730 -0.3889
N -1.800 0.792 -1.517 0.3099 0.0914 0.1247
C -2.785 0.128 -2.161 -0.3813 -0.4753 0.2666
C -3.153 0.483 -3.469 -0.1650 -0.0785 -0.1432
C -4.192 -0.170 -4.075 0.2064 0.2370 -0.1248
C -4.894 -1.182 -3.400 -0.0813 -0.1717 0.2023
C -4.557 -1.544 -2.124 -0.0666 0.0088 -0.1834
C -3.483 -0.900 -1.479 0.2980 0.5049 -0.3838
N -3.117 -1.268 -0.240 0.4213 -0.0222 0.3357
C -2.092 -0.675 0.350 -0.8105 -0.2787 -0.4201
N -1.820 -1.066 1.630 -0.0408 0.1852 0.2523
C -0.482 -1.293 2.132 0.4681 -0.1992 -0.1172
C -0.029 -2.725 1.826 -0.0335 0.1121 0.2323
C -1.001 -3.728 2.439 -0.0121 -0.0237 -0.2618
C -2.420 -3.433 1.958 0.0675 0.1073 0.2116
C -2.767 -1.975 2.254 -0.3904 -0.2295 -0.0440
H -2.726 -1.789 3.332 -0.0082 -0.0009 -0.0047
H -3.763 -1.737 1.882 0.0814 -0.0201 0.1917
H -3.136 -4.090 2.454 -0.0646 -0.0322 -0.0247
H -2.492 -3.594 0.882 -0.0553 -0.0419 -0.0245
H -0.962 -3.648 3.528 0.0240 -0.0488 0.0729
H -0.712 -4.745 2.166 0.0158 -0.0248 0.0861
H 0.007 -2.856 0.742 0.0663 0.0052 -0.0522
H 0.977 -2.876 2.220 0.0647 0.0035 -0.0446
H -0.501 -1.126 3.214 0.0632 0.0747 -0.0802
H 0.226 -0.594 1.699 -0.0628 -0.0668 0.1629
H -5.081 -2.325 -1.595 -0.0536 -0.0715 0.0611
H -5.710 -1.679 -3.903 -0.0624 -0.0475 -0.0122
H -4.482 0.090 -5.082 0.0005 0.0364 -0.0700
H -2.599 1.263 -3.968 0.0463 0.0960 -0.0395
H -0.411 2.257 -0.314 -0.0311 -0.2103 0.0834
H 3.405 1.627 -1.299 -0.0159 -0.0182 0.0316
H 5.336 4.002 -1.601 0.1067 0.0276 -0.0975
H 4.200 5.238 -1.073 0.0267 0.1131 -0.0667
```
Positions in Å, forces in eV/Å.

Summary:
Net charge: 0
ΔE to the lowest compared entry with this formula, charge and spin (eV): 0.656
Electronic energy (eV): -32254.9968
Gap between HOMO and LUMO (Eh): 0.2958
SMILES: CC[C@@H](C)COC(=O)[C@H](C#N)c1nc2ccccc2nc1N1CCCCC1
Spin multiplicity: 1
M (g mol⁻¹): 366.5

[4]
ORCA calculation (wB97M-V/def2-TZVPD) on C21H26N4O3 in the gas phase.

The geometry in XYZ format:
```
54
Properties=species:S:1:pos:R:3:forces:R:3
C 2.919 3.571 -1.762 -0.0064 -0.3050 0.0673
H 2.189 3.985 -2.452 -0.0644 0.0753 -0.0782
H 3.897 3.588 -2.236 0.1158 0.0765 -0.0159
H 2.961 4.201 -0.877 0.0274 0.1424 0.0678
C 2.547 2.135 -1.411 0.0667 0.1705 -0.1191
N 1.156 2.014 -1.000 -0.0740 -0.0458 -0.0960
C 0.682 0.648 -1.121 -0.0103 0.0573 0.0848
C 0.501 0.247 -2.558 -0.0227 -0.0986 -0.1770
C 0.667 -1.073 -2.962 -0.0491 0.1943 -0.0104
C 0.457 -1.395 -4.293 0.0520 -0.1943 0.2084
N 0.109 -0.510 -5.211 -0.0610 -0.1733 -0.5356
C -0.048 0.746 -4.828 -0.0454 0.2414 0.1292
C 0.129 1.176 -3.524 0.0301 -0.1594 0.0299
H -0.006 2.209 -3.247 -0.0003 0.1229 0.0022
H -0.332 1.438 -5.610 -0.0251 0.1324 0.0035
H 0.577 -2.411 -4.646 0.0381 -0.1104 0.0581
H 0.956 -1.833 -2.250 0.0545 -0.0906 0.0621
H -0.296 0.582 -0.631 0.0939 -0.0333 0.0257
H 1.344 -0.078 -0.618 -0.0974 0.0345 -0.0261
C 0.871 2.600 0.305 -0.0906 -0.0786 -0.0538
C 1.602 1.964 1.449 -0.1501 -0.2527 0.1596
C 1.334 0.778 2.124 0.2854 0.4672 -0.0805
N 2.374 0.594 2.975 -0.3528 -0.0189 -0.2198
N 3.274 1.567 2.908 0.7474 0.1127 0.3592
C 2.830 2.394 1.984 -0.2755 -0.3238 0.1639
H 3.388 3.274 1.731 0.1619 0.2085 -0.0458
H 2.485 -0.158 3.637 0.0060 0.1304 -0.0331
C 0.248 -0.189 2.030 -0.2587 -0.5142 0.0558
C -1.077 0.233 1.932 -0.1314 0.1119 0.0356
C -2.096 -0.696 1.813 -0.0443 -0.0141 -0.0358
C -1.811 -2.077 1.771 -0.2325 -0.2697 -0.1497
C -0.483 -2.498 1.903 -0.0939 0.0808 0.0448
C 0.528 -1.544 2.034 -0.0867 0.1397 -0.0215
H 1.542 -1.906 2.104 0.1335 -0.0483 -0.0467
O -0.022 -3.775 1.923 0.0472 0.4075 -0.0093
C -0.888 -4.882 1.800 -0.2176 -0.4452 0.0412
H -1.352 -4.925 0.811 0.0100 0.0103 0.0628
H -0.248 -5.754 1.934 -0.0621 0.0527 -0.0279
H -1.666 -4.874 2.565 0.0882 -0.0417 -0.0874
O -2.834 -3.000 1.664 0.4119 0.4477 0.4187
C -3.610 -2.939 0.482 -0.1985 -0.0164 -0.3364
H -4.270 -3.804 0.521 0.0059 0.0241 -0.0749
H -4.207 -2.026 0.435 0.0568 -0.1131 -0.0020
H -2.976 -3.002 -0.410 -0.0084 -0.0208 0.0596
O -3.417 -0.362 1.736 0.3378 -0.4976 0.0745
C -3.779 0.995 1.817 -0.0718 0.2862 0.0105
H -3.459 1.440 2.763 0.0058 -0.0144 -0.0437
H -3.369 1.572 0.982 0.0057 -0.0223 0.0460
H -4.866 1.010 1.763 0.0807 0.0517 0.0056
H -1.294 1.286 1.984 -0.0696 0.1002 0.0024
H -0.210 2.538 0.453 0.0565 0.1133 -0.0135
H 1.142 3.657 0.257 -0.1108 -0.0211 0.0770
H 3.235 1.750 -0.640 -0.0574 -0.0768 -0.1089
H 2.670 1.517 -2.304 0.0494 0.0080 0.0931
```
Positions in Å, forces in eV/Å.

Summary:
Net charge: 0
ΔE to the lowest compared entry with this formula, charge and spin (eV): 4.221
Electronic energy (eV): -34300.0124
Gap between HOMO and LUMO (Eh): 0.3269
SMILES: CCN(Cc1ccncc1)Cc1cn[nH]c1-c1cc(OC)c(OC)c(OC)c1
Spin multiplicity: 1
M (g mol⁻¹): 382.5